ORCA calculation (ωB97M-V/def2-TZVPD) on a molecular structure, C41H62AlN5PSi.

Geometry as XYZ:
```
111
Properties=species:S:1:pos:R:3:forces:R:3:mulliken_charge:R:1
Al -0.8720 -0.1541 -0.9673 -0.5 -1.3 0.0 -1.170
C -0.9408 -4.1036 2.9548 0.6 0.1 -1.0 -1.216
C 0.5627 -3.8442 3.2292 -0.3 -0.8 -0.1 -0.192
C 0.8634 -4.1459 4.6969 0.3 -0.5 0.3 -1.473
C 0.9966 -2.4733 2.8580 0.0 1.8 -0.1 0.331
C 0.2061 -1.3658 3.1941 -0.3 -0.1 0.4 -0.374
C 0.4985 -0.0618 2.7833 -0.4 -0.5 -0.5 -0.415
C -0.4649 1.0536 3.2276 1.2 -0.1 -0.3 0.588
C -1.8523 1.0633 2.6090 -0.2 0.3 -0.5 -1.889
C -0.5186 1.1958 4.7649 -0.5 0.3 -0.6 -1.853
C 1.6447 0.1822 1.9825 0.2 -0.3 0.6 1.592
C 2.5963 -0.8911 1.8466 -1.2 0.1 0.5 0.925
C 2.2171 -2.1857 2.2328 -0.1 -0.1 0.0 -0.223
C 4.0289 -0.6820 1.4361 0.5 -0.4 -1.0 0.299
C 4.9607 -0.5561 2.6453 -0.6 1.4 0.4 -1.700
C 4.5990 -1.8292 0.5601 -1.4 -0.3 -0.6 -1.666
C 2.0288 1.5980 1.5698 0.0 -0.1 -0.7 -1.279
C 2.8098 2.2693 2.5173 0.6 0.5 0.1 -0.535
C 3.5159 3.4669 2.2662 -0.9 -0.5 -0.7 -1.271
C 3.2800 4.0752 1.0314 0.2 -0.3 0.2 -1.192
C 2.4077 3.4783 0.1119 0.2 0.7 0.0 -0.755
C 1.7845 2.2424 0.2995 0.5 0.1 0.9 0.887
P 0.6850 1.8594 -1.1324 0.1 1.1 -0.8 1.481
C 1.7890 1.7603 -2.7216 0.4 -0.8 0.6 2.264
C 2.5517 0.4141 -2.6080 0.0 -0.1 0.4 -2.104
C 2.8796 2.8402 -2.9395 -0.2 0.2 0.0 -1.673
C 0.8641 1.6485 -3.9397 -0.5 0.5 0.1 -1.568
C -0.3531 3.5362 -1.3993 -0.7 -0.1 1.1 2.002
C -1.7631 3.0965 -1.8316 -0.4 -0.5 0.3 -1.665
C -0.5692 4.1921 0.0175 1.0 -0.2 -0.4 -1.500
C 0.0843 4.6490 -2.3921 0.2 -0.3 0.0 -1.727
H -1.1659 -5.1586 3.0687 0.0 -0.1 0.3 0.497
H -1.2042 -3.8560 1.9110 0.2 0.0 0.3 0.057
H -1.5937 -3.5165 3.5899 -0.1 0.0 0.3 0.318
H 1.1550 -4.5080 2.5805 -0.2 -0.1 0.3 0.557
H 0.2326 -3.5471 5.3458 -0.2 0.3 0.1 0.292
H 1.9017 -3.9259 4.9819 -0.2 -0.1 -0.2 0.327
H 0.6389 -5.1989 4.9497 0.2 0.4 -0.2 0.437
H -0.6933 -1.5368 3.8364 0.8 0.1 -0.6 0.170
H -0.0113 1.9681 2.7973 -0.4 -0.2 0.4 0.336
H -2.5000 -0.3862 4.0654 0.0 0.3 -0.5 0.583
H -2.7240 1.4112 0.7966 0.1 -0.1 0.2 0.437
H -2.3470 1.9927 2.9194 0.4 -0.1 -0.3 1.101
H -1.1190 0.4339 5.2502 -0.1 -0.3 0.1 0.382
H -0.9421 2.1598 5.0510 0.0 0.1 0.0 0.452
H 0.4562 1.1236 5.2076 0.6 0.0 0.1 0.445
H 2.9212 -3.0098 2.0347 -0.5 0.4 0.2 0.164
H 4.0825 0.2434 0.8347 0.1 -0.2 0.3 0.302
H 5.0786 -1.4719 3.1976 -0.1 -0.6 0.1 0.383
H 4.5827 0.1974 3.3648 0.2 -0.3 -0.3 0.297
H 5.9337 -0.2195 2.3066 0.3 0.0 0.0 0.466
H 4.8099 -2.7400 1.1238 -0.2 0.1 0.2 0.502
H 5.5335 -1.5461 0.1299 0.7 0.4 -0.3 0.542
H 3.9174 -2.1218 -0.2856 0.6 0.4 0.8 0.060
H 2.9014 1.8060 3.4976 0.1 0.0 -0.2 0.673
H 4.2162 3.8941 2.9909 -0.4 -0.2 -0.2 0.413
H 3.7862 5.0063 0.7843 -0.2 -0.2 0.0 0.458
H 2.1727 4.0394 -0.8006 0.3 -0.3 0.5 0.578
H 3.1401 0.2939 -1.6805 -0.1 0.4 -0.3 0.308
H 3.2310 0.3208 -3.4528 0.1 0.0 -0.1 0.687
H 1.9044 -0.4551 -2.6396 -0.4 0.0 -0.1 0.379
H 3.5613 2.9373 -2.0888 -0.1 -0.2 -0.2 0.351
H 2.5073 3.8436 -3.1778 -0.1 -0.3 0.1 0.293
H 3.4839 2.5238 -3.8036 -0.2 0.0 0.2 0.534
H 0.1604 0.8172 -3.8594 0.0 0.0 0.1 0.260
H 1.4853 1.4357 -4.7980 0.2 0.0 -0.4 0.626
H 0.2820 2.5648 -4.1607 0.4 -0.6 0.2 0.066
H -2.1777 2.3549 -1.1291 0.2 0.2 -0.3 0.049
H -1.8366 2.6405 -2.8257 0.1 0.2 0.2 0.249
H -2.4466 3.9495 -1.7573 0.2 0.0 -0.3 0.612
H -0.8357 3.4470 0.7667 -0.1 -0.1 0.0 0.027
H -1.3679 4.9244 -0.0631 -0.1 0.1 0.0 0.634
H 0.3429 4.6952 0.3900 -0.5 -0.1 -0.2 0.315
H 0.0753 4.3259 -3.4475 0.0 0.1 0.6 0.292
H 1.0529 5.1110 -2.1856 -0.1 -0.2 0.1 0.317
H -0.6573 5.4542 -2.2909 0.1 -0.2 0.0 0.470
C -5.6944 0.4325 -4.5018 0.1 -0.4 0.3 -1.011
Si -4.3537 -0.9129 -4.3855 0.0 -0.5 -0.6 0.011
C -5.1342 -2.5550 -3.7913 0.0 0.8 -0.2 -0.978
C -3.4714 -1.1726 -6.0626 -0.7 0.1 0.3 -1.011
C -3.0082 -0.3795 -3.1835 0.1 0.5 0.4 -0.149
C -2.1560 0.0273 -2.3935 -1.0 -0.4 -0.6 -0.467
H -6.2578 0.4214 -5.4420 0.2 -0.2 0.1 0.341
H -5.2163 1.4045 -4.4241 0.0 0.2 0.1 0.311
H -6.4143 0.3288 -3.6703 0.3 0.1 -0.3 0.287
H -5.8080 -2.9739 -4.5585 0.2 0.2 0.3 0.342
H -5.7089 -2.3642 -2.8785 0.0 -0.1 -0.1 0.307
H -4.3762 -3.2933 -3.5592 0.2 -0.2 0.0 0.284
H -4.1910 -1.4090 -6.8627 0.1 0.2 0.3 0.327
H -2.7921 -2.0224 -6.0401 0.2 0.1 0.2 0.316
H -2.9228 -0.2665 -6.3394 0.0 -0.2 0.0 0.311
C 0.6498 -4.6630 -1.4618 0.2 0.8 0.1 -0.689
C -0.7084 -4.3785 -1.6600 0.6 0.6 0.5 -0.834
C -1.1275 -3.0411 -1.5737 0.3 -0.2 -0.3 -0.552
C -0.2374 -2.0041 -1.2269 -0.3 0.3 0.1 0.797
C 1.0903 -2.3154 -1.0057 0.3 -0.6 0.2 1.222
C 1.5591 -3.6118 -1.2090 -0.1 -0.6 0.2 -1.010
H 0.9968 -5.6905 -1.4406 0.0 0.1 -0.3 0.421
H -1.3996 -5.1937 -1.8481 0.0 0.2 0.0 0.440
H -2.1518 -2.7922 -1.8356 0.0 0.0 0.1 0.305
H 1.7387 -1.5465 -0.5727 0.1 -0.3 -0.5 -0.010
H 2.6366 -3.8025 -1.1412 -0.5 -0.2 0.2 0.368
N -4.0747 0.8137 3.4425 0.8 -0.7 -0.1 -0.731
N -2.8503 0.0051 3.1750 -1.2 1.0 0.6 1.008
N -3.2927 -1.1483 2.4193 0.2 0.4 0.3 -1.069
C -2.6876 -1.2215 1.2768 0.5 -0.4 -1.1 -0.251
N -1.8164 -0.3818 0.7264 0.3 1.5 -1.2 1.023
N -1.8444 1.0198 1.1497 -0.8 -1.1 1.5 -0.505
H -3.7739 1.5626 4.0646 -0.3 -0.2 0.2 0.301
H -4.7430 0.2008 3.9147 0.2 0.1 -0.2 0.320
H -2.9034 -2.1215 0.6696 0.2 0.4 0.5 0.599
```
Forces are in eV/Å.

Its charge is +1. For the HOMO-LUMO gap, the calculation gives 8.58 eV. As for the spin multiplicity: 1.

***

ORCA calculation (ωB97M-V/def2-TZVPD) on a molecular structure, C41H63GeN4OP3RuS2.

Geometry as XYZ:
```
116
Properties=species:S:1:pos:R:3:forces:R:3:mulliken_charge:R:1
Ru 0.0961 -0.7241 1.0478 0.3 -2.0 1.0 -0.759
C 0.1659 -4.6804 -1.4902 0.5 0.5 -1.2 -1.233
C -1.0013 -4.0228 -0.7461 -1.0 0.2 0.3 0.928
C -1.2205 -4.8177 0.5328 -2.9 -0.7 0.1 -1.548
P -1.1579 -2.1579 -0.3138 -0.4 -0.3 -3.9 0.639
C -0.5986 -1.7355 -2.0873 -0.4 0.6 0.0 -2.744
N -0.4584 -0.2789 -2.2631 0.3 1.5 -1.3 1.398
Ge -0.1876 0.8444 -0.7780 -0.1 -0.2 2.4 -0.502
N 1.4552 1.9029 -0.5384 -1.3 -0.5 0.2 1.157
C 2.4559 1.4754 0.4548 0.8 1.1 -0.2 -2.373
P 2.3518 -0.3370 0.8500 2.1 -0.5 -1.4 -0.376
C 3.4558 -0.6549 2.4202 -0.2 0.3 0.3 1.274
C 2.5945 -0.1876 3.6038 0.2 0.2 -0.4 -1.169
C 4.7629 0.1837 2.3750 0.4 -0.2 -0.1 -1.222
C 3.4487 -1.0715 -0.6346 -0.3 1.9 0.8 0.037
C 3.2806 -2.5727 -0.5714 0.1 -0.7 -0.5 -0.923
C 3.2293 -0.3515 -2.0141 0.5 0.0 2.0 -1.310
C 1.5043 3.1493 -1.0784 0.7 -0.7 0.2 0.657
C 2.5978 3.9767 -0.7655 0.1 0.4 -0.7 -0.819
C 2.8007 5.1524 -1.4230 -0.3 0.2 0.0 -0.983
C 1.7678 5.6361 -2.2468 -0.3 0.4 0.0 -0.735
C 0.6546 4.8704 -2.5595 -0.7 0.3 0.4 -0.127
C 0.5418 3.5664 -2.0308 0.2 -0.3 -0.6 -0.282
N -0.2892 2.4972 -2.5460 0.5 1.0 1.6 0.874
C 0.3241 1.7038 -3.4956 0.6 -1.8 -2.0 -0.164
C 1.0509 2.2096 -4.5976 -0.5 -0.3 -0.2 -0.580
C 1.2967 1.3949 -5.7215 0.6 1.8 1.0 -0.795
C 0.9966 0.0385 -5.6612 -0.9 0.8 -1.0 -0.866
C 0.2992 -0.4734 -4.6174 -0.4 -0.4 2.0 -0.432
C 0.0324 0.3032 -3.4482 -0.2 -1.1 -0.4 0.399
C -1.7116 2.6508 -2.6141 0.6 0.8 0.6 0.038
C -2.3395 2.9929 -3.8198 -1.1 0.8 0.2 -0.363
C -3.7205 3.2237 -3.7918 0.3 -0.1 0.3 -0.982
C -4.3592 3.1503 -2.5246 -1.0 0.1 -2.4 -0.849
C -3.7269 2.8727 -1.3664 0.6 0.0 2.8 -1.003
C -2.3326 2.5901 -1.3365 -0.9 -0.9 -0.3 0.933
N -1.6090 2.0521 -0.2428 0.0 -0.3 -1.0 0.947
C -2.2576 1.7835 1.0496 0.3 0.3 0.8 -2.574
P -1.1532 0.7236 2.2903 -1.3 1.4 -1.1 0.786
C -2.4518 -0.3039 3.1986 0.0 -0.3 1.2 1.985
C -2.0353 -0.7629 4.6688 0.5 -0.3 0.2 -1.456
C -3.7950 0.3886 3.4081 -0.5 -0.3 -0.2 -1.795
C -0.3723 2.0669 3.3463 -0.4 -0.2 0.2 1.064
C 0.0334 3.2991 2.5307 0.5 0.1 -1.0 -1.775
C -1.3739 2.5221 4.4238 0.2 -1.5 0.7 -1.371
C -3.0559 -1.7758 -0.5779 0.3 1.1 0.4 1.773
C -3.5404 -1.6245 -2.0654 -0.3 0.1 0.8 -1.418
C -3.8883 -2.6498 0.3263 -0.9 -1.2 0.6 -1.233
H 0.0880 -4.5959 -2.6590 0.6 0.4 2.3 0.243
H 0.0440 -5.7615 -1.3242 0.1 0.3 0.1 0.530
H 1.1359 -4.3626 -1.0007 -0.9 -0.5 -1.1 -0.114
H -1.8811 -4.0919 -1.4403 0.4 -0.1 0.8 0.366
H -1.9660 -5.6447 0.2951 0.8 0.9 0.5 0.365
H -1.6722 -4.2024 1.3379 0.1 -0.4 -0.3 0.366
H -0.3815 -5.3238 0.9536 0.9 0.0 0.0 0.294
H -1.3008 -2.2107 -2.8538 0.9 0.8 1.1 0.736
H 0.3748 -2.2200 -2.1508 0.2 0.0 -0.3 0.899
H 2.4315 2.0799 1.4065 -0.3 -0.5 -0.8 0.700
H 3.4273 1.7331 -0.0212 -0.2 -0.6 0.6 1.177
H 3.6519 -1.7481 2.6519 -0.1 1.2 -1.1 0.212
H 2.1729 0.7687 3.3525 -0.2 0.6 0.1 0.295
H 3.1657 -0.0454 4.5112 0.3 -0.1 0.2 0.525
H 1.7899 -0.8726 3.8077 -0.3 -0.1 0.1 -0.092
H 5.5515 -0.2672 1.7526 -0.3 0.0 0.3 0.405
H 5.1888 0.3516 3.3916 -0.4 -0.4 -0.6 0.424
H 4.6173 1.1849 1.9517 -0.2 -0.1 0.2 0.155
H 4.4622 -0.7208 -0.3369 -0.5 -0.6 0.2 0.788
H 2.6139 -2.9479 -1.3941 0.6 0.3 0.8 0.419
H 2.8896 -2.8988 0.4040 -0.1 0.0 -0.4 -0.219
H 4.2571 -3.0698 -0.6591 -0.3 0.0 -0.3 0.429
H 2.1958 -0.3668 -2.2810 -0.7 0.0 -0.5 0.071
H 3.8356 -0.8422 -2.7536 0.2 -0.3 -0.4 0.655
H 3.5798 0.6918 -1.9169 -0.3 -0.4 -0.3 0.239
H 3.3347 3.6086 -0.1072 0.6 -0.1 0.6 0.692
H 3.7192 5.7283 -1.2934 -0.4 -0.1 0.1 0.459
H 1.8274 6.6728 -2.5702 0.0 -0.3 -0.3 0.433
H -0.1551 5.3441 -3.1413 0.5 -0.6 0.1 0.447
H 1.3006 3.2759 -4.5542 -0.1 -0.4 -0.4 0.534
H 1.6494 1.9026 -6.6323 0.1 -0.6 0.5 0.404
H 1.0766 -0.5437 -6.5530 0.3 -0.4 -0.4 0.460
H -0.0887 -1.4902 -4.6396 0.4 0.1 0.0 0.416
H -1.7764 3.2823 -4.7172 0.0 -0.7 0.4 0.450
H -4.3057 3.5120 -4.6981 0.7 -0.3 0.9 0.432
H -5.4398 3.2663 -2.5440 0.1 0.2 0.3 0.430
H -4.3161 2.9351 -0.4063 0.8 -0.3 -1.1 0.362
H -3.1634 1.1688 0.9764 0.0 0.2 -0.4 0.972
H -2.5462 2.7426 1.5691 0.2 -0.9 -0.5 0.702
H -2.6277 -1.2189 2.5671 0.5 0.9 0.4 -1.041
H -2.6641 -0.2420 5.4181 0.3 -0.2 -0.5 0.527
H -0.9927 -0.5356 4.9677 -0.4 -0.1 -0.4 0.292
H -2.1743 -1.8564 4.8631 0.0 0.9 -0.5 0.252
H -3.7227 1.2740 3.9944 0.3 0.6 0.6 0.440
H -4.4418 -0.2791 3.9794 -0.1 -0.1 -0.2 0.534
H -4.3130 0.7168 2.5255 -0.3 -0.3 -0.6 0.370
H 0.5145 1.6102 3.7917 -0.2 0.0 0.1 0.194
H -0.8773 3.8707 2.3241 0.4 0.4 0.3 0.333
H 0.4366 3.1183 1.5162 -0.1 -0.4 0.4 0.339
H 0.8328 3.8940 3.0322 -1.0 -0.3 0.0 0.446
H -2.3699 2.6532 4.0325 -0.2 0.3 -0.3 0.223
H -1.0716 3.4411 4.8685 0.4 0.8 0.3 0.492
H -1.4696 1.7887 5.2533 0.1 0.4 -0.6 0.371
H -3.1736 -0.7806 -0.0617 0.5 -0.5 -0.9 -0.985
H -3.6394 -2.5666 -2.6081 0.8 -0.1 0.0 0.344
H -2.9559 -0.8485 -2.5906 -0.3 -0.6 0.1 0.305
H -4.5956 -1.3154 -2.1076 0.3 0.3 0.6 0.411
H -3.8213 -3.7566 0.1367 0.1 1.1 0.3 0.248
H -4.9467 -2.4051 0.2896 -0.3 0.1 -0.7 0.438
H -3.7425 -2.3861 1.3884 0.7 -0.6 -0.3 0.217
C 2.6925 -5.7421 2.0862 0.8 1.0 0.3 -0.837
O 1.8587 -4.5664 1.7956 -0.2 1.0 2.0 0.075
C 1.6626 -3.6941 2.8251 1.6 -1.6 0.0 -0.206
S 2.6575 -3.5904 4.2292 -1.9 0.2 -1.7 -0.041
S 0.2918 -2.6976 2.7683 0.1 0.6 0.1 0.120
H 3.2390 -5.5876 3.0455 -0.6 -0.4 -0.7 0.420
H 3.4494 -5.7710 1.3016 -0.3 -0.3 -0.1 0.289
H 2.0155 -6.5877 2.0955 0.2 -0.2 0.0 0.236
```
Forces are in eV/Å.

Its charge is +2. For the HOMO-LUMO gap (alpha / beta), the calculation gives 7.17 / 4.18 eV. As for the spin multiplicity: 5. The expectation value of S² is 6.037.

***

| no. | E_tot (eV) |
| --- | --- |
| 1 | -74730.450 |
| 2 | -160165.961 |